(1)
The following is a DFT calculation (ωB97M-V with the def2-TZVPD basis set) of C37H47N5O9RhSSbSi3 as an isolated structure.

Values from the calculation:
- DFT total energy (eV) = -109023.8551
- Kohn-Sham gap (eV) = 6.91
- LUMO energy (eV) = -1.399

Geometry as XYZ:
```
104
Properties=species:S:1:pos:R:3:forces:R:3:lowdin_charge:R:1
Rh -0.05037 1.44148 -0.30745 -0.032 0.067 -0.113 0.945
O 3.60431 0.22448 1.35322 0.041 -0.043 0.050 -0.486
S 2.82403 0.06120 0.09591 -0.096 0.117 -0.150 0.866
O 0.83590 -2.30420 -0.71181 0.034 0.011 0.043 -0.643
N 1.95367 1.42878 -0.26085 0.047 -0.145 0.087 -0.370
C 2.55013 2.69249 -0.17662 0.038 0.057 -0.021 -0.263
C 3.87590 2.95960 0.09044 0.021 -0.020 0.011 -0.006
C 4.36008 4.28297 0.06386 -0.009 0.016 -0.007 -0.056
C 3.54543 5.34579 -0.20632 0.006 -0.012 0.004 -0.039
C 2.17275 5.11486 -0.44829 0.002 0.005 -0.003 -0.154
C 1.23578 6.13993 -0.71261 -0.001 -0.004 0.002 0.004
C -0.07782 5.83021 -0.91480 -0.005 -0.001 0.001 -0.026
C -0.48831 4.48511 -0.84888 0.003 0.003 -0.014 -0.072
N 0.36629 3.51500 -0.61083 0.006 0.022 0.001 0.015
C 1.68747 3.79609 -0.41746 -0.012 0.023 0.003 -0.155
C 4.03963 0.12614 -1.23118 0.012 -0.034 0.034 -0.376
C 5.31422 -0.33982 -0.94972 -0.001 -0.005 0.003 -0.078
C 6.24316 -0.43601 -1.97710 -0.009 -0.002 -0.011 -0.067
C 5.89055 -0.07483 -3.26943 0.009 0.001 0.004 -0.077
C 4.60794 0.38540 -3.54048 -0.011 0.017 -0.006 -0.073
C 3.67352 0.48138 -2.52163 0.016 0.011 0.007 -0.093
H 4.55349 2.15635 0.33555 -0.013 0.026 -0.003 0.097
H 5.41003 4.44802 0.26807 0.000 0.000 0.000 0.110
H 3.92715 6.35827 -0.22635 0.001 -0.001 0.001 0.112
H 1.57688 7.16777 -0.74718 -0.002 0.000 0.001 0.122
H -0.81611 6.59341 -1.11495 0.000 0.000 -0.001 0.112
H -1.52721 4.19848 -0.96773 0.004 -0.006 0.008 0.094
H 5.56701 -0.61397 0.06670 0.001 0.004 -0.001 0.111
H 7.24155 -0.79677 -1.76695 0.002 0.001 -0.001 0.106
H 6.61529 -0.15330 -4.06923 0.000 -0.002 -0.001 0.104
H 4.33357 0.66657 -4.54890 0.002 -0.001 0.000 0.108
H 2.66930 0.83070 -2.72464 -0.011 0.004 0.000 0.105
O -3.36739 3.29000 -0.30689 0.007 -0.022 -0.043 0.040
C -3.11969 2.11639 -0.56873 0.073 0.117 0.138 -0.593
O -1.98039 1.69670 -1.02606 -0.092 -0.267 0.054 -0.211
C -4.18644 1.07871 -0.37196 0.035 0.011 -0.106 -0.067
C -5.46438 1.33496 -0.78800 -0.035 -0.012 0.016 0.076
C -6.43484 0.33758 -0.67675 -0.001 0.056 -0.009 -0.136
C -6.12944 -0.90048 -0.16870 0.043 -0.062 0.014 0.077
C -4.83575 -1.15438 0.26383 -0.088 0.137 0.094 -0.065
C -3.81754 -0.15684 0.24558 -0.023 0.073 0.012 -0.315
O -2.66689 -0.27395 0.78586 0.060 -0.120 0.092 -0.282
N -4.55695 -2.51075 0.70330 -0.011 -0.216 -0.592 -0.322
O -3.38880 -2.86970 0.77057 -0.008 0.042 0.127 0.008
O -5.49411 -3.26745 0.87461 0.014 0.095 0.277 0.082
N -7.79650 0.60394 -1.13187 0.036 -0.031 -0.090 -0.360
O -8.61767 -0.28754 -1.02872 -0.011 0.004 0.031 0.071
O -8.02885 1.70304 -1.59987 -0.008 0.011 0.033 0.071
H -5.72009 2.29696 -1.20900 0.002 0.000 -0.004 0.137
H -6.87855 -1.67514 -0.11438 -0.007 0.005 0.003 0.132
C -0.79540 2.51965 5.82979 -0.002 -0.003 -0.003 -0.027
C -0.60056 2.27224 4.36547 -0.007 -0.004 0.007 -0.250
C 0.54354 1.65711 3.87345 -0.012 -0.001 -0.011 0.004
C 0.67493 1.40334 2.52448 0.010 -0.056 0.029 -0.097
N -0.28688 1.72852 1.64610 0.045 0.013 -0.028 -0.061
C -1.38545 2.35059 2.09645 -0.001 0.008 0.006 -0.068
C -1.56841 2.62933 3.43401 0.015 -0.005 -0.001 0.010
H 0.15533 2.53592 6.35955 0.000 0.001 0.001 0.083
H -1.40653 1.72273 6.25908 0.002 0.000 0.001 0.095
H -1.31407 3.46151 6.00363 -0.001 0.000 0.000 0.086
H 1.35146 1.36620 4.53162 0.003 -0.002 -0.004 0.129
H 1.57060 0.93982 2.14120 -0.027 0.009 0.056 0.069
H -2.12048 2.65420 1.36957 -0.010 0.008 -0.030 0.096
H -2.47788 3.13168 3.73541 -0.002 -0.001 -0.001 0.130
C 3.25817 -3.47704 0.42498 -0.017 0.025 0.029 -0.157
Si 1.98580 -3.42913 -0.95843 0.008 0.005 -0.050 0.251
C 1.26299 -5.15826 -1.10411 0.009 0.001 -0.010 -0.170
C 2.86714 -3.10462 -2.58177 0.006 0.010 0.007 -0.151
Sb -0.68765 -1.11263 -0.04716 -0.073 0.181 0.008 1.330
Si -1.65583 -1.66310 -2.37397 0.021 0.016 0.030 0.446
C -1.84011 -3.51199 -2.47005 -0.008 -0.010 0.005 -0.187
C -3.22710 -0.81638 -2.91023 -0.008 -0.016 -0.005 -0.179
C -0.26125 -0.97377 -3.42163 0.006 -0.001 0.001 -0.211
Si -0.55994 -2.20605 2.28663 0.030 -0.025 -0.048 0.452
C -1.81589 -1.39999 3.40401 -0.024 -0.027 0.003 -0.196
C -0.81898 -4.04244 2.11067 -0.014 -0.006 -0.026 -0.194
C 1.17865 -1.91287 2.94599 -0.004 0.022 -0.008 -0.194
H 4.21209 -3.84989 0.04189 -0.010 -0.026 -0.007 0.035
H 2.94494 -4.15311 1.22523 -0.017 0.027 0.013 0.027
H 3.44281 -2.49979 0.87499 0.022 -0.015 0.003 -0.005
H 2.06546 -5.89501 -1.00437 0.004 0.004 0.005 0.035
H 0.79924 -5.32080 -2.07937 -0.002 -0.006 0.000 0.023
H 0.51632 -5.37751 -0.33886 0.000 0.004 -0.002 0.016
H 3.60452 -3.89197 -2.76268 -0.002 -0.003 -0.006 0.038
H 3.39278 -2.14835 -2.60166 -0.002 -0.028 0.010 0.006
H 2.16093 -3.11866 -3.41630 0.006 -0.011 -0.001 0.030
H -2.67209 -3.84415 -1.84581 -0.002 0.007 0.006 0.032
H -0.93820 -4.01551 -2.12965 0.014 -0.014 -0.003 -0.003
H -2.04457 -3.81519 -3.50059 0.001 -0.001 0.001 0.042
H -4.12500 -1.20974 -2.43501 -0.012 0.000 0.023 0.032
H -3.31459 -0.99253 -3.98798 -0.013 -0.014 0.003 0.046
H -3.17708 0.25820 -2.74572 0.011 -0.009 -0.019 0.024
H 0.71740 -1.28897 -3.05948 -0.023 0.012 -0.001 -0.004
H -0.31037 0.12009 -3.42287 -0.001 0.002 0.002 0.029
H -0.37221 -1.30388 -4.45846 0.001 0.004 -0.002 0.041
H -2.82667 -1.68274 3.11424 0.013 0.009 0.022 0.026
H -1.75071 -0.31178 3.36478 0.007 0.011 0.000 0.009
H -1.63206 -1.72556 4.43252 -0.005 -0.005 0.002 0.041
H -1.72832 -4.28979 1.56661 0.016 -0.008 0.020 0.019
H -0.88838 -4.47645 3.11307 0.013 -0.001 0.002 0.044
H 0.03713 -4.49668 1.61084 0.006 0.003 -0.003 0.010
H 1.82814 -1.31317 2.30868 -0.006 -0.011 0.002 -0.017
H 1.67829 -2.87305 3.08499 0.002 -0.017 0.008 0.034
H 1.12301 -1.42214 3.92104 0.007 0.011 -0.006 0.031
```
Forces are in eV/Å.

***

(2)
The following is a DFT calculation (ωB97M-V with the def2-TZVPD basis set) of C37H48AsGeNO2PdS2 as an isolated structure.

Values from the calculation:
- expectation value of S² = 6.078
- energy relative to the best compared isomer or geometry (same formula, charge and spin) (kJ/mol) = 16.4
- multiplicity = 5
- DFT total energy (eV) = -187193.6503
- total charge = +4
- Kohn-Sham gap (alpha / beta) (eV) = 7.46 / 3.94
- LUMO energy (alpha / beta) (eV) = -11.169 / -14.664

Geometry as XYZ:
```
93
Properties=species:S:1:pos:R:3:forces:R:3:mulliken_spin:R:1
Pd -0.67966 -0.40324 0.11845 -0.302 -0.066 -0.014 0.560
S -1.01026 -0.98438 2.62059 0.030 -0.107 -0.048 0.863
C -1.66377 -2.39381 1.97083 0.151 0.101 -0.117 -0.144
N -1.67356 -2.59263 0.64506 -0.200 -0.326 0.176 0.243
C -2.21342 -3.80552 0.36271 0.006 0.080 0.196 0.114
C -2.36290 -4.36898 -0.91709 -0.046 -0.014 0.073 0.188
C -2.96245 -5.64710 -1.05114 -0.101 -0.182 0.201 0.095
C -3.39714 -6.35197 0.05477 0.060 0.102 -0.233 0.124
C -3.24880 -5.81463 1.35142 -0.019 -0.032 -0.050 0.200
C -2.64829 -4.54384 1.49424 0.119 0.206 -0.126 0.122
S -2.33749 -3.69070 2.91951 -0.013 -0.012 -0.011 0.276
H -2.01985 -3.82845 -1.78833 0.011 0.033 -0.045 0.064
H -3.07730 -6.06514 -2.04278 -0.018 -0.038 0.011 0.001
H -3.85975 -7.32414 -0.05363 0.004 -0.011 -0.052 0.008
H -3.59568 -6.36889 2.21531 -0.007 -0.022 0.031 -0.006
C -6.33574 3.69994 -1.16034 -0.019 0.063 0.014 0.000
C -4.92058 3.46098 -0.65200 0.051 0.002 -0.001 0.001
C -4.04993 2.81360 -1.72134 0.015 -0.078 -0.075 0.008
C -2.58436 2.56296 -1.32319 0.012 0.160 -0.005 0.026
Ge -2.19673 1.46925 0.22102 0.472 0.057 0.185 0.038
C -2.64988 2.03671 2.02193 -0.166 -0.114 0.041 0.027
C -1.62333 3.10968 2.46576 -0.011 -0.101 -0.046 0.014
C -1.87977 4.50556 1.90792 0.003 -0.012 -0.014 0.002
C -0.92260 5.52105 2.51844 -0.015 0.060 -0.033 0.001
H -6.95398 4.16514 -0.39525 -0.003 0.009 0.001 0.000
H -6.81381 2.76362 -1.45059 -0.008 -0.008 -0.020 0.000
H -6.32843 4.36136 -2.02758 -0.014 -0.020 0.007 0.000
H -4.96134 2.82691 0.24232 -0.002 -0.041 0.000 -0.002
H -4.46988 4.40950 -0.34201 0.003 -0.032 0.013 0.000
H -4.00576 3.46863 -2.59539 -0.065 0.001 0.006 0.003
H -4.51930 1.88543 -2.07210 0.088 0.155 0.053 -0.001
H -2.13732 3.51329 -0.97519 -0.064 -0.108 -0.124 -0.008
H -1.99006 2.19596 -2.15799 -0.047 -0.011 0.056 0.002
H -0.03295 0.98066 0.28920 -0.334 0.543 -0.023 0.112
H -2.61322 1.17527 2.69239 -0.036 0.012 -0.049 0.000
H -3.66737 2.42842 2.04946 0.031 0.059 -0.018 0.000
H -0.59433 2.79483 2.23742 0.005 -0.001 -0.003 -0.006
H -1.67689 3.14578 3.55746 0.007 0.018 -0.020 -0.002
H -2.91272 4.78655 2.12821 0.002 0.026 -0.037 0.000
H -1.78267 4.52113 0.81358 0.018 -0.030 0.118 0.000
H -1.12762 5.66037 3.58047 0.027 -0.015 -0.019 0.000
H -1.01638 6.48987 2.03173 -0.022 0.018 0.031 0.000
H 0.11466 5.19589 2.41311 0.024 -0.001 -0.002 0.000
O 1.24567 -1.48195 0.19470 0.199 -0.201 -0.296 0.017
As 2.83510 -1.03993 0.48152 -0.161 0.043 0.066 0.030
C 3.77383 -2.42874 1.36515 0.018 -0.055 0.142 0.032
C 3.07288 -3.56273 1.76975 -0.025 -0.033 -0.091 -0.003
C 3.75048 -4.56962 2.43802 -0.051 0.000 0.002 0.010
C 5.11167 -4.44595 2.69085 0.039 0.002 -0.001 0.019
C 5.80744 -3.31600 2.27838 0.026 0.001 0.024 -0.008
C 5.14254 -2.29986 1.61344 0.049 0.066 -0.023 0.028
C 3.84505 -0.93211 -1.19719 0.052 0.047 -0.041 0.298
C 5.00156 -0.11194 -1.26100 0.154 0.140 -0.045 0.011
C 5.75213 -0.08078 -2.40439 -0.033 0.062 0.251 0.170
C 5.38623 -0.90763 -3.50084 -0.035 -0.053 -0.033 0.247
C 4.22994 -1.72955 -3.44483 -0.134 -0.076 0.119 0.137
C 3.48258 -1.75392 -2.30149 -0.053 -0.182 -0.189 0.015
C 3.03644 0.64987 1.31521 0.087 0.079 0.038 -0.011
C 2.68079 1.80639 0.61536 -0.025 -0.018 -0.062 0.028
C 2.84093 3.04160 1.21959 -0.006 0.014 0.028 0.007
C 3.35361 3.12072 2.51152 -0.012 0.028 -0.007 -0.002
C 3.70614 1.97124 3.20256 0.005 -0.020 0.031 0.002
C 3.55321 0.72573 2.60623 -0.044 -0.038 0.016 -0.003
H 2.01476 -3.64885 1.55484 0.009 0.001 0.010 0.000
H 3.22406 -5.45469 2.76811 -0.016 0.002 -0.006 0.000
H 5.63456 -5.23574 3.21409 -0.001 0.005 -0.010 0.000
H 6.86527 -3.22658 2.48315 0.012 0.008 -0.006 0.000
H 5.69180 -1.41458 1.31141 -0.019 -0.009 0.011 -0.001
H 5.26779 0.50368 -0.40989 0.025 0.025 -0.035 -0.002
H 6.62661 0.54939 -2.49163 0.023 0.031 0.051 0.005
H 6.01337 -0.92740 -4.38393 0.006 0.014 -0.032 -0.009
H 3.98216 -2.33876 -4.30296 -0.050 -0.039 0.016 0.005
H 2.61308 -2.39488 -2.20832 0.024 0.019 -0.060 -0.003
H 2.29775 1.75027 -0.39937 0.058 0.010 0.059 -0.011
H 2.58479 3.94645 0.68471 0.005 0.006 -0.019 0.000
H 3.48895 4.08809 2.97642 0.005 0.011 0.005 0.000
H 4.10942 2.04326 4.20351 0.007 -0.010 0.002 0.000
H 3.83650 -0.16967 3.14721 0.010 0.004 -0.014 0.001
C 0.77370 1.03027 -2.54734 0.023 -0.004 0.020 -0.023
C -0.30818 0.24026 -3.23911 0.006 -0.087 -0.025 0.002
O -1.30983 -0.18536 -2.29170 0.317 -0.035 0.068 0.049
C -2.34651 -0.92888 -2.95044 -0.140 0.048 0.030 0.004
C -3.55089 -1.04166 -2.04460 -0.109 0.212 -0.095 -0.006
H 1.47797 1.40439 -3.29064 0.025 -0.020 -0.020 0.003
H 1.31981 0.40659 -1.83147 -0.076 0.003 -0.071 0.042
H 0.36908 1.89826 -2.02155 0.002 -0.029 -0.040 -0.002
H 0.10436 -0.64858 -3.72828 0.014 0.033 -0.011 0.000
H -0.79848 0.84234 -4.01010 -0.003 0.003 0.048 0.001
H -1.94850 -1.90477 -3.25540 -0.022 0.010 0.068 0.000
H -2.62221 -0.39839 -3.86563 0.012 -0.018 -0.005 0.003
H -3.28383 -1.43679 -1.06697 0.054 -0.107 0.147 -0.003
H -4.29724 -1.70123 -2.48779 -0.014 0.004 -0.013 0.002
H -4.03575 -0.06623 -1.90624 0.140 -0.223 -0.035 0.001
```
Forces are in eV/Å.